1.
# C48H53AsN4PPbS4Si

C48H53AsN4PPbS4Si as an isolated structure at a distorted geometry (wB97M-V/def2-TZVPD, the OMol25 dataset).

Properties
charge: -1
frontier orbital gap: 4.509 eV
energy relative to the best compared isomer or geometry (same formula, charge and spin): 249.2 kJ/mol

```
113
Properties=species:S:1:pos:R:3:forces:R:3
Pb -0.873818 0.489762 -1.143602 -1.1 -0.5 -1.2
As -2.998560 2.293986 -3.022969 -0.5 1.0 -1.6
S -1.783023 3.293402 -4.450664 0.3 -0.3 0.4
S -5.002242 2.914487 -3.245744 0.0 -0.4 0.5
S -2.259592 2.751857 -0.964686 0.7 -1.0 0.4
S -2.710184 0.110163 -3.072125 0.3 -0.3 0.6
P 1.352962 2.054970 0.130871 0.4 0.9 0.0
Si -1.249671 -3.346609 -0.464078 0.5 -0.8 -0.1
N 1.416255 -2.549862 -0.720254 -0.1 0.3 0.1
N -3.403353 1.493370 1.824998 -0.2 0.1 -0.1
N -2.471779 1.651842 3.971643 0.0 0.0 -0.2
N -1.405621 0.498672 2.210463 0.2 0.1 -0.4
C 4.023385 2.806761 -3.566973 0.1 0.0 0.1
C 0.970411 4.850319 -0.376204 0.1 -0.1 0.0
C -4.355700 2.541057 2.096593 -0.3 0.1 0.1
C 0.653263 -3.679263 -0.286432 -0.6 0.3 -0.2
C 4.371912 3.309003 -2.345000 0.1 0.1 -0.3
C 4.564554 2.011459 3.461737 0.0 0.0 0.0
C 2.504036 1.539890 -5.003724 -0.1 -0.1 -0.2
C 4.679259 1.203190 2.341194 0.1 -0.1 0.0
C -0.084278 1.120543 4.180888 -0.3 -0.2 0.0
C -1.837873 -5.802114 2.861385 0.1 0.0 0.2
C -1.065900 5.006597 1.502423 0.0 0.1 0.2
C 2.640672 2.131816 1.443089 -0.2 -0.3 0.1
C -4.746890 2.429107 3.561864 0.2 0.1 -0.1
C 2.529852 2.932950 2.574664 -0.1 0.1 -0.2
C -2.366916 1.218316 2.668029 -0.1 -0.3 0.3
C -1.467610 -4.759807 2.032831 0.0 0.1 0.0
C -1.394123 1.407243 4.905754 0.4 -0.1 0.2
C 2.006983 1.779726 -2.608588 0.0 0.0 0.0
C 0.330770 6.053609 -0.136383 0.0 0.1 0.0
C 1.354874 0.826170 -5.175442 0.4 0.2 0.0
C -3.433773 -3.478023 -4.000624 -0.1 0.0 -0.2
C -1.799241 -1.631811 0.017200 1.1 0.9 -0.6
C -0.432539 3.802124 1.266144 0.1 0.1 0.0
C -2.707135 -6.775792 2.401158 -0.1 -0.1 0.0
C -3.485124 2.589556 4.396944 -0.4 0.1 0.1
C 2.870230 -2.473007 -2.708988 -0.2 0.2 0.0
C -1.100840 -4.612933 -3.064032 0.2 -0.1 0.1
C 3.487719 2.874223 3.571611 0.2 0.0 0.2
C -3.015994 -3.247097 -2.703560 0.0 0.0 0.1
C 2.391584 -1.906468 0.096182 0.4 0.0 0.0
C -1.498080 -4.834493 -4.370378 0.1 -0.1 -0.1
C 1.480574 -2.229512 -2.112080 0.2 0.1 -0.3
C 3.818546 -2.124454 -0.432117 -0.1 0.3 0.0
C -2.839894 -5.640603 0.293334 0.0 0.1 -0.1
C 3.726121 1.263209 1.344090 -0.1 0.0 0.0
C -0.370261 0.070456 3.110198 0.1 0.1 0.2
C -2.665492 -4.261420 -4.844800 -0.1 0.0 0.0
C 3.896125 -1.691598 -1.893838 0.1 -0.3 0.0
C -1.939167 -4.674212 0.726114 -0.1 0.6 -0.3
C -1.836433 -3.795283 -2.210497 0.1 0.3 0.4
C -0.680667 6.139720 0.803832 0.0 0.0 0.0
C 0.836460 1.013900 -2.817052 -0.7 -0.3 0.4
C -3.221544 -6.682596 1.119302 -0.1 -0.2 0.0
C 0.601605 3.716854 0.335287 -0.1 -0.2 0.1
C 2.854129 2.038771 -3.732404 -0.2 0.0 0.1
C 3.553598 3.062198 -1.239137 -0.2 -0.2 0.1
C 2.401784 2.313919 -1.350854 0.1 0.0 0.4
C 0.532343 0.558660 -4.070908 -0.3 -0.1 0.5
H -0.884144 -5.438740 -5.024743 0.0 -0.1 0.0
H 3.107429 -3.539159 -2.673020 0.0 -0.1 -0.1
H 0.951412 -4.594168 -0.821908 -0.2 -0.2 0.1
H -3.158686 1.392895 0.846830 0.0 0.0 0.0
H -1.872538 5.066973 2.219580 -0.1 0.0 0.1
H -0.194393 -5.084149 -2.708398 0.1 0.0 0.0
H 1.743826 4.806250 -1.127322 0.0 0.0 -0.1
H -5.173407 1.439339 3.736885 -0.1 0.0 0.0
H -0.754003 2.901098 1.769364 -0.1 -0.1 0.1
H 1.259255 -1.161597 -2.238715 0.0 -0.2 -0.2
H -1.616284 -1.320060 1.037774 0.0 0.0 0.1
H 3.838105 3.473271 -0.280234 0.0 0.0 0.0
H -2.830546 -1.433106 -0.243271 -0.2 0.2 -0.2
H -3.237212 -5.575452 -0.710108 0.0 -0.1 -0.1
H 4.072857 -3.184617 -0.358692 0.0 -0.1 0.1
H 0.625850 6.931738 -0.691078 0.0 0.1 -0.1
H -3.910926 -7.432428 0.758774 -0.1 -0.1 0.0
H 0.719142 -2.795122 -2.647194 0.0 0.1 -0.1
H 4.642552 2.993647 -4.434086 0.0 0.0 -0.1
H 5.266304 3.905246 -2.223584 0.0 0.0 0.0
H -0.672987 -0.871011 3.595354 0.2 0.0 0.0
H -5.480924 3.183871 3.839873 0.0 0.1 0.0
H -3.702578 2.398815 5.454864 0.0 0.0 -0.1
H 5.515236 0.522803 2.244460 0.0 0.0 0.0
H -1.438122 -5.865837 3.864451 0.0 0.0 0.1
H -1.176626 7.085679 0.977449 0.0 0.0 0.0
H -3.113683 3.625779 4.315687 0.0 -0.1 0.1
H 3.671937 -0.623522 -1.968658 0.0 0.1 0.0
H 3.831291 0.650872 0.460569 0.0 -0.1 -0.1
H 0.878699 -3.859399 0.764628 -0.1 -0.1 0.1
H 1.063077 0.468899 -6.151965 0.0 0.0 -0.1
H 2.308937 -2.272437 1.120968 -0.1 0.1 0.1
H -1.283488 2.290211 5.545505 -0.1 -0.1 0.0
H -5.222634 2.385609 1.450521 0.1 0.1 0.0
H -4.344062 -3.020827 -4.360562 0.0 0.1 0.0
H 4.532741 -1.561090 0.173342 0.1 0.0 0.1
H -3.611571 -2.614892 -2.069144 -0.2 0.2 0.1
H -3.950909 3.541528 1.876812 -0.1 -0.1 0.0
H -1.654634 0.553358 5.550892 0.1 0.1 0.0
H 0.279263 2.027128 3.694236 0.0 0.0 0.1
H 0.675432 0.780147 4.887056 0.0 0.0 0.0
H 2.178783 -0.822303 0.108288 0.1 0.0 0.1
H 3.397536 3.509934 4.441822 0.0 0.1 0.0
H -2.984107 -7.602670 3.039669 0.0 0.0 0.1
H -0.362716 -0.024612 -4.236778 -0.2 0.0 0.0
H 3.160473 1.745479 -5.839527 0.0 0.0 0.0
H 5.316466 1.974452 4.237072 0.0 0.0 0.1
H 1.707559 3.627347 2.669064 -0.1 0.0 0.0
H 0.528400 -0.130992 2.517310 0.0 -0.1 0.1
H 2.875695 -2.148054 -3.751448 0.0 0.0 -0.1
H -0.794281 -3.998410 2.400351 0.1 0.1 0.1
H -2.973312 -4.422081 -5.868884 0.0 0.0 -0.1
H 4.903824 -1.852530 -2.285815 0.0 0.1 0.0
```
Forces are in eV/Å.

Here are the Mulliken charges for atoms 1 to 99, given in e: number 1, Pb, carries 0.9385; number 2, As, carries 0.3148; number 3, S, carries -0.5737; number 4, S, carries -0.5597; number 5, S, carries -0.3359; number 6, S, carries -0.4855; number 7, P, carries 1.7949; number 8, Si, carries -0.3302; number 9, N, carries 0.3191; number 10, N, carries 0.2396; number 11, N, carries 0.3457; number 12, N, carries 0.2754; number 13, C, carries -0.9382; number 14, C, carries -0.9855; number 15, C, carries -0.3650; number 16, C, carries -0.6758; number 17, C, carries -0.9909; number 18, C, carries -0.7327; number 19, C, carries -0.8939; number 20, C, carries -0.8966; number 21, C, carries -0.0508; number 22, C, carries -0.6731; number 23, C, carries -0.7883; number 24, C, carries -0.2273; number 25, C, carries -0.8574; number 26, C, carries -0.7295; number 27, C, carries -0.6039; number 28, C, carries -0.3844; number 29, C, carries -1.0503; number 30, C, carries -1.1023; number 31, C, carries -0.8269; number 32, C, carries -1.1346; number 33, C, carries -0.5835; number 34, C, carries -0.4607; number 35, C, carries 0.1824; number 36, C, carries -0.4469; number 37, C, carries -0.6218; number 38, C, carries -0.9339; number 39, C, carries -0.3032; number 40, C, carries -0.4652; number 41, C, carries -0.5382; number 42, C, carries -0.1031; number 43, C, carries -0.6046; number 44, C, carries 0.3794; number 45, C, carries -1.0863; number 46, C, carries -0.1517; number 47, C, carries 0.1022; number 48, C, carries -0.3618; number 49, C, carries -0.5600; number 50, C, carries -0.0717; number 51, C, carries 0.5118; number 52, C, carries 0.7223; number 53, C, carries -0.9771; number 54, C, carries 0.5977; number 55, C, carries -0.7329; number 56, C, carries 0.6548; number 57, C, carries 1.6435; number 58, C, carries -0.2320; number 59, C, carries 0.2970; number 60, C, carries -0.0040; number 61, H, carries 0.3984; number 62, H, carries 0.4099; number 63, H, carries 0.3087; number 64, H, carries -0.1547; number 65, H, carries 0.3149; number 66, H, carries 0.2575; number 67, H, carries 0.3212; number 68, H, carries 0.3012; number 69, H, carries 0.6968; number 70, H, carries -0.5842; number 71, H, carries -0.0679; number 72, H, carries 0.5825; number 73, H, carries 0.7129; number 74, H, carries 0.3396; number 75, H, carries 0.4448; number 76, H, carries 0.3854; number 77, H, carries 0.3877; number 78, H, carries -0.1976; number 79, H, carries 0.4025; number 80, H, carries 0.3773; number 81, H, carries 0.4360; number 82, H, carries 0.4008; number 83, H, carries 0.4467; number 84, H, carries 0.4654; number 85, H, carries 0.3960; number 86, H, carries 0.3832; number 87, H, carries 0.2787; number 88, H, carries -0.2611; number 89, H, carries 0.3438; number 90, H, carries 0.6160; number 91, H, carries 0.4234; number 92, H, carries 0.6388; number 93, H, carries 0.5195; number 94, H, carries 0.4445; number 95, H, carries 0.4447; number 96, H, carries 0.3917; number 97, H, carries 0.4852; number 98, H, carries 0.1357; number 99, H, carries 0.2771

---

2.
# C9H7Cl2IrN9O6S2

C9H7Cl2IrN9O6S2 as an isolated structure at a distorted geometry (wB97M-V/def2-TZVPD, the OMol25 dataset).

Properties
frontier orbital gap (spin up / spin down): 6.897 / 5.429 eV
spin multiplicity: 2
energy relative to the best compared isomer or geometry (same formula, charge and spin): 219.8 kJ/mol

```
36
Properties=species:S:1:pos:R:3:forces:R:3
Ir 0.194553 1.095525 -0.326779 -0.6 -0.8 1.8
Cl 0.941187 4.680483 -0.721396 -0.1 0.0 0.0
Cl -1.495306 3.032848 -0.729480 0.7 0.0 -0.5
S -2.218875 -0.404022 -0.624917 0.1 0.4 -0.8
S 1.047867 -1.482717 -0.744473 0.2 0.4 -1.0
O 0.876864 -0.591207 0.485973 0.4 -0.2 0.2
O -1.598904 0.102337 0.614672 0.1 0.3 0.4
O 2.194179 -2.314678 -0.736699 0.0 0.0 0.3
O -3.634848 -0.337028 -0.712567 0.1 -0.1 0.0
O 0.956769 -0.461255 -1.815266 -0.1 -0.1 -0.1
O -1.466298 0.387925 -1.667497 -0.4 -0.2 0.1
N 2.101298 1.659762 -0.251078 0.0 0.1 -0.9
N 0.289849 1.981283 1.465180 -0.5 -0.4 0.4
N 4.184258 1.432200 0.342644 -0.1 0.1 -0.2
N -0.558108 2.138982 3.419736 0.2 -0.1 0.0
N -0.854645 2.255833 2.195737 0.1 0.1 -0.2
N 4.084401 1.634803 -1.001788 0.0 0.0 0.1
N 0.735959 1.734739 3.602104 -0.2 0.2 -0.1
N 2.517460 1.376077 2.064471 -0.1 -0.4 0.0
N 2.875297 1.761343 -1.377739 0.0 0.0 0.1
C -2.746770 -3.018874 -0.896093 0.0 0.0 0.0
C 2.946962 1.439506 0.763720 -0.1 0.3 0.3
C -0.385202 -2.532608 -0.810451 -0.1 0.0 0.1
C -1.151725 -4.809375 -0.966021 0.0 0.0 0.0
C -0.743401 4.595119 -0.261699 0.1 0.2 0.1
C -2.461200 -4.377524 -0.977559 0.0 0.0 0.0
C -0.113589 -3.888265 -0.883008 0.0 0.0 -0.1
C -1.722231 -2.094765 -0.808256 0.1 0.0 0.1
C 1.217551 1.634778 2.393906 0.2 0.3 -0.2
H -0.850199 4.680307 0.813577 0.0 0.0 0.0
H 0.915308 -4.216419 -0.883391 0.0 0.0 0.0
H -0.922241 -5.864609 -1.022189 0.0 0.0 0.0
H -1.295048 5.357490 -0.798625 -0.1 0.0 0.0
H 3.178682 1.166848 2.793061 0.0 0.0 0.0
H -3.272184 -5.089885 -1.043742 0.0 0.0 0.0
H -3.767677 -2.664946 -0.894080 0.0 0.0 0.0
```
Forces are in eV/Å.

What are the Mulliken partial charges on each atom? They are as follows, in elementary charge units: number 1, Ir, carries 1.4635; number 2, Cl, carries -0.0999; number 3, Cl, carries 0.0702; number 4, S, carries 1.6140; number 5, S, carries 1.6147; number 6, O, carries -0.6540; number 7, O, carries -0.6100; number 8, O, carries -0.6210; number 9, O, carries -0.6647; number 10, O, carries -0.6430; number 11, O, carries -0.6458; number 12, N, carries 0.6102; number 13, N, carries 0.4502; number 14, N, carries -0.5234; number 15, N, carries -0.5933; number 16, N, carries -0.2834; number 17, N, carries -0.4576; number 18, N, carries -0.5639; number 19, N, carries 0.0057; number 20, N, carries -0.4349; number 21, C, carries -0.5802; number 22, C, carries 0.5362; number 23, C, carries -0.1913; number 24, C, carries -0.6250; number 25, C, carries -0.3391; number 26, C, carries -0.5726; number 27, C, carries -0.5378; number 28, C, carries -0.0355; number 29, C, carries 0.4836; number 30, H, carries 0.2811; number 31, H, carries 0.5786; number 32, H, carries 0.4046; number 33, H, carries 0.3675; number 34, H, carries 0.2301; number 35, H, carries 0.4015; number 36, H, carries 0.5645